{
  "formula": "C21H56N3O10",
  "method": "wB97M-V/def2-TZVPD",
  "fmax_ha_per_bohr": 0.246,
  "relative_energy_kcal_mol": 86.44,
  "energy_ha": -1749.5302,
  "total_charge": 1,
  "orbital_gap_ev": 7.8,
  "elements": ["C", "H", "H", "H", "C", "C", "C", "H", "H", "H", "O", "H", "H", "H", "H", "H", "H", "H", "H", "C", "H", "C", "H", "C", "O", "H", "H", "C", "H", "H", "H", "H", "H", "H", "C", "H", "C", "H", "H", "H", "O", "H", "H", "N", "H", "C", "H", "H", "O", "O", "H", "O", "C", "H", "H", "H", "C", "H", "N", "C", "C", "H", "H", "H", "C", "H", "O", "H", "H", "H", "H", "H", "H", "N", "O", "C", "O", "H", "H", "O", "H", "C", "H", "H", "C", "C", "C", "H", "H", "H"],
  "positions_angstrom": [[-0.36194, 35.44336, 50.08494], [-2.94947, 39.41410, 50.14535], [-3.21177, 34.90018, 55.39095], [-2.54456, 31.35196, 49.69832], [-5.18598, 29.72502, 49.35638], [-5.06386, 36.08374, 46.43802], [-3.56529, 36.41289, 46.58469], [-4.64821, 34.84909, 53.15762], [-1.48786, 34.58969, 48.66717], [0.13458, 39.12091, 52.17003], [-8.24413, 32.13972, 51.88159], [-5.09619, 36.11866, 44.42884], [-0.06654, 39.71675, 55.17361], [-4.78964, 37.99767, 50.42541], [-5.23403, 39.19039, 51.16310], [-3.26806, 39.64524, 53.87787], [-1.84612, 36.44926, 50.52651], [-5.12535, 29.35416, 48.31949], [-4.46830, 29.07833, 50.04203], [-6.31585, 39.02080, 49.35844], [-8.86997, 34.86283, 50.23428], [-1.26033, 34.37068, 49.64375], [-7.21536, 34.12313, 51.13598], [-5.53967, 34.17231, 54.79760], [-5.05984, 31.82802, 50.46404], [-3.24343, 36.30847, 47.70372], [-6.16530, 33.04400, 52.88087], [-0.64609, 39.67032, 52.51450], [-6.03476, 29.70220, 49.63642], [-7.77867, 31.47530, 51.27167], [-0.13101, 38.02645, 54.86257], [-5.36964, 36.15529, 53.83962], [0.76250, 36.35891, 51.84922], [-5.72262, 36.07334, 48.28101], [-1.61966, 39.20025, 53.55635], [-10.74481, 32.93542, 49.73470], [-3.30853, 31.37208, 48.91112], [-9.63914, 33.44239, 52.05889], [-2.00857, 38.21383, 53.15802], [-3.36410, 37.54594, 46.51210], [-4.49369, 34.48985, 51.26615], [-7.89430, 39.43241, 50.67330], [-5.34383, 31.84409, 48.62671], [-4.23073, 35.64921, 50.75025], [-2.14358, 34.22144, 50.37348], [-9.12431, 33.00771, 51.29444], [-7.76563, 37.62925, 50.56924], [-8.58888, 38.92202, 49.25630], [-1.18051, 36.69092, 49.98247], [-5.13822, 36.09562, 49.98885], [-5.94800, 32.02688, 54.29742], [-5.84523, 36.76585, 47.44087], [-4.79475, 31.23831, 49.23048], [-2.95997, 30.75015, 47.97886], [-4.04101, 40.65905, 49.76944], [-7.49108, 33.00961, 53.94180], [-7.77624, 38.63764, 49.93140], [-7.87926, 33.52707, 49.52050], [-4.80447, 35.19269, 54.00340], [-3.95680, 39.62268, 49.72785], [-0.78720, 38.98912, 54.87033], [-6.63168, 36.39304, 44.76741], [-0.54333, 35.11011, 52.16127], [0.59913, 35.34671, 49.48114], [-3.66248, 35.68821, 54.83192], [-0.83385, 33.38575, 49.64525], [-6.42156, 39.79666, 48.37415], [-3.99669, 36.58524, 55.59365], [-3.07806, 35.78711, 46.07750], [-9.81607, 31.47893, 49.93786], [-5.29272, 35.03460, 46.57451], [-3.94154, 39.21829, 48.63455], [-0.20663, 40.72356, 52.64902], [-5.08548, 38.80071, 50.26246], [-5.93983, 34.35592, 55.97007], [-5.55272, 36.58621, 45.10466], [-2.58827, 40.13288, 53.91070], [-4.71857, 32.65362, 50.44497], [0.87562, 34.53432, 51.52446], [-3.66190, 36.53704, 51.47092], [-1.49171, 38.80455, 55.68974], [-8.30674, 33.93880, 50.39135], [-11.03620, 32.00173, 51.23166], [-5.24246, 37.68690, 44.94052], [-6.29082, 33.05319, 53.92926], [0.22194, 35.43681, 51.51383], [-10.27705, 32.25677, 50.44125], [-2.81813, 36.25866, 54.21597], [-1.22671, 39.98995, 51.66981], [-3.01507, 32.33176, 48.65960]],
  "forces_ev_per_a": [[1.978, 2.065, 0.906], [-0.962, -0.630, 0.258], [0.147, -0.546, 0.293], [-0.674, -1.523, 0.595], [12.013, 0.780, -3.944], [-0.618, 1.790, 0.181], [-4.051, 5.772, 7.043], [1.818, -2.133, -5.511], [-1.303, 0.428, -2.243], [1.955, -2.361, -0.519], [1.742, -3.223, 0.504], [4.241, -3.886, -5.687], [-0.013, 1.129, -0.271], [2.996, -10.394, 1.008], [-1.140, 0.502, 1.225], [-8.808, -4.873, 0.050], [-3.665, -0.660, 2.844], [-0.034, -0.336, 0.488], [-1.392, 1.710, -1.401], [-5.481, 2.840, -3.490], [0.484, 0.068, -0.312], [-1.009, -1.853, 3.407], [-3.210, 0.122, -2.315], [-6.721, -1.325, 2.664], [-1.865, -3.658, 2.067], [-0.618, -0.406, -1.704], [0.966, 0.394, -1.207], [-1.975, 5.030, -0.416], [-11.202, -0.790, 3.874], [-1.194, 1.745, 0.946], [-1.130, 1.316, -0.393], [0.851, -3.135, 0.384], [-0.640, -0.896, -0.554], [-0.642, 3.073, -2.969], [4.172, -1.225, 1.554], [-0.005, 0.123, -0.074], [1.211, -1.711, -1.850], [-0.984, 1.881, 2.089], [-0.168, 0.930, 0.689], [-0.280, -1.827, -0.900], [2.434, 0.983, -1.228], [0.135, 0.008, 0.485], [-1.770, 0.708, -3.047], [-6.297, 0.710, 4.136], [0.935, 0.564, -1.377], [0.020, -1.579, -5.181], [-0.448, 2.012, -1.902], [0.554, -1.051, -0.432], [4.835, 0.079, -3.270], [2.020, -0.656, -1.094], [-0.460, 1.412, -0.339], [0.658, -2.995, 3.527], [2.970, -3.022, 2.413], [-0.697, 0.830, 1.939], [-1.130, 1.605, 0.051], [2.735, 0.675, 0.891], [2.743, -1.282, 2.235], [-0.003, -0.703, -1.159], [-1.811, 5.473, 6.001], [2.003, -3.008, -3.359], [-0.011, -3.696, 0.044], [1.163, 0.578, 1.331], [-1.172, 0.263, 1.339], [-1.543, 1.288, -0.208], [2.082, 4.515, 0.347], [0.724, -0.519, 0.004], [2.903, -3.428, 4.476], [0.328, -2.724, -1.834], [4.580, -4.359, -4.465], [0.489, -1.889, -0.906], [0.384, -0.524, -0.316], [0.401, 1.329, 1.716], [-0.407, -1.426, 1.023], [-2.421, 11.506, -2.690], [3.127, -0.002, -4.461], [-3.975, 4.486, 3.339], [6.741, 5.342, -0.787], [1.552, 4.335, 0.194], [0.220, 0.802, 0.200], [1.426, -1.073, -0.928], [0.145, 0.240, 0.055], [2.192, 1.481, 4.404], [0.611, -0.484, -1.204], [-0.877, -1.544, 0.500], [-0.735, -1.124, 1.806], [0.822, -1.445, -1.052], [-0.111, 2.534, 3.132], [-2.024, -1.656, 0.759], [-0.532, -0.480, -1.111], [-0.299, 2.604, -1.310]]
}

***

{
  "formula": "C20H23BF6N11O4PS2Ti",
  "method": "wB97M-V/def2-TZVPD",
  "fmax_ha_per_bohr": 0.021,
  "spin_multiplicity": 3,
  "relative_energy_kcal_mol": 42.94,
  "energy_ha": -4290.5744,
  "s_squared": 2.006,
  "orbital_gap_ev": [5.9, 8.0],
  "elements": ["B", "F", "H", "C", "H", "H", "N", "H", "N", "N", "H", "Ti", "S", "H", "N", "N", "C", "H", "F", "C", "H", "C", "C", "H", "C", "N", "C", "H", "N", "C", "H", "C", "H", "H", "F", "C", "F", "O", "N", "C", "C", "H", "O", "N", "H", "C", "C", "H", "C", "H", "H", "H", "O", "F", "C", "O", "F", "C", "P", "H", "N", "N", "S", "H", "H", "C", "C", "C", "H"],
  "positions_angstrom": [[-2.20423, 1.13777, 3.14973], [-4.35341, 1.04880, -0.35632], [1.71526, -4.50529, 2.07851], [1.35326, -1.46284, -1.32117], [-3.27907, 1.53939, 3.53177], [5.58683, -1.27789, 0.92585], [-1.73822, -0.28395, 0.99644], [1.42098, -2.30617, 4.76619], [-2.48947, 0.00219, 2.09008], [2.39259, 1.09639, 0.27831], [5.57408, -1.14964, -0.84501], [0.17696, 0.67746, 0.46207], [-3.46925, -0.30389, -3.34960], [2.92990, 3.16368, 0.43223], [1.79764, -2.49549, 2.67161], [1.55673, -2.00850, -2.55061], [2.37023, -3.83281, 2.62865], [-0.02622, 0.75895, -3.12648], [-3.16675, -0.78886, -5.90774], [-2.94946, 0.22133, -5.06193], [-4.06521, -2.59521, 0.89985], [3.26608, 2.14621, 0.34023], [-0.03913, 3.57855, 1.47672], [-1.02121, 5.53453, 1.85299], [1.53467, -1.68259, 1.61151], [-1.48423, 2.37602, 2.52173], [2.21765, -3.26733, -2.85999], [-1.54974, 0.69002, 4.06621], [0.99302, -0.55333, 2.03832], [4.54387, 1.68041, 0.26780], [-1.89089, -1.72303, -0.50937], [3.13557, -0.00281, 0.17171], [3.35380, -3.81142, 2.16366], [-4.20149, -0.78975, 2.98547], [-1.64129, 0.52644, -5.13082], [0.99910, -1.16136, -3.46382], [-3.48177, 2.92801, 0.24871], [-4.81906, 0.15508, -3.24505], [0.70108, -0.31085, -1.43600], [-0.98422, 4.46673, 1.96936], [-2.29143, -1.35227, 0.42232], [2.46757, -4.19328, 3.64907], [-3.16621, -1.70540, -3.32608], [-2.46281, 0.37027, -2.33343], [0.82815, 3.78163, 0.86722], [0.48544, -0.10810, -2.76175], [-3.48771, -0.88063, 2.18339], [1.87471, -4.04137, -2.17821], [-3.40184, -1.78400, 1.13968], [-2.78436, 3.86791, 3.17058], [6.49885, 0.00735, 0.12296], [3.29997, -3.16638, -2.79166], [-1.22788, 1.87327, -0.90566], [-3.63676, 1.27604, -5.48397], [5.58921, -0.58609, 0.08594], [-2.34094, 2.86838, -2.86541], [-4.72165, 2.84349, -1.51728], [-3.81536, 2.18135, -0.79671], [2.51858, -1.71444, 0.06097], [0.97152, -1.38940, -4.51476], [4.45736, 0.32314, 0.15646], [-0.31872, 2.32183, 1.82393], [-2.32526, 1.84153, -1.86709], [1.94700, -3.54903, -3.87395], [5.49148, 2.18956, 0.27760], [-1.87828, 3.64649, 2.63247], [0.87242, -0.63781, 3.39342], [1.36812, -1.84699, 3.79470], [0.42379, 0.14809, 3.97342]],
  "forces_ev_per_a": [[-0.087, 0.054, -0.050], [0.057, 0.060, 0.024], [0.030, -0.021, -0.017], [0.601, 0.284, 0.302], [0.078, -0.078, 0.046], [-0.031, -0.003, 0.011], [-0.105, 0.075, 0.294], [0.014, 0.004, 0.010], [0.266, 0.237, -0.142], [0.200, -0.021, -0.084], [-0.016, -0.014, 0.001], [-0.747, 0.768, -0.101], [0.124, -0.206, 0.223], [0.013, 0.011, -0.001], [-0.039, -0.194, -0.020], [-0.027, -0.107, -0.143], [-0.084, 0.099, 0.048], [-0.072, 0.032, -0.095], [-0.068, 0.033, 0.049], [0.160, 0.147, -0.237], [-0.022, -0.003, 0.028], [-0.143, -0.022, 0.006], [0.407, 0.026, -0.050], [-0.002, 0.009, 0.006], [0.727, 0.309, -0.228], [0.164, -0.292, -0.153], [-0.071, 0.105, 0.011], [0.032, 0.011, -0.061], [-0.125, -0.119, 0.222], [0.098, 0.083, -0.026], [-0.033, -0.021, 0.005], [-0.109, 0.108, -0.077], [-0.003, -0.011, -0.042], [-0.025, -0.027, -0.023], [-0.032, -0.079, 0.166], [-0.039, -0.027, -0.011], [0.107, 0.103, 0.052], [-0.011, 0.013, 0.021], [-0.207, -0.345, 0.034], [-0.042, -0.032, 0.079], [0.109, -0.058, -0.222], [0.012, -0.009, -0.008], [-0.121, 0.072, -0.099], [0.148, -0.065, -0.308], [-0.013, 0.049, 0.017], [-0.133, -0.068, 0.013], [-0.103, 0.034, 0.117], [0.034, -0.013, 0.003], [0.021, 0.040, -0.008], [0.005, 0.066, -0.023], [0.009, -0.021, -0.005], [0.010, -0.012, 0.024], [0.227, 0.087, -0.334], [0.024, -0.025, 0.118], [0.004, 0.044, -0.047], [0.124, -0.217, -0.031], [0.012, -0.109, 0.115], [-0.298, -0.028, -0.299], [-0.103, -0.562, 0.039], [0.012, -0.008, -0.009], [0.017, -0.125, 0.086], [-0.461, 0.054, 0.189], [-0.150, 0.193, 0.583], [0.018, -0.028, 0.007], [0.003, 0.002, 0.009], [-0.201, -0.042, 0.052], [-0.023, -0.198, -0.096], [-0.100, 0.007, 0.037], [-0.019, -0.007, 0.003]]
}

***

{
  "formula": "C3H6Cl2O6P2",
  "method": "wB97M-V/def2-TZVPD",
  "fmax_ha_per_bohr": 0.037,
  "energy_ha": -2172.5743,
  "smiles": "C[C@](OC(=O)Cl)(P(O)Cl)P(=O)(O)O",
  "orbital_gap_ev": 9.8,
  "elements": ["C", "O", "H", "O", "H", "P", "H", "H", "H", "H", "Cl", "C", "C", "Cl", "P", "O", "O", "O", "O"],
  "positions_angstrom": [[0.24071, -0.02475, -0.28557], [-2.17618, -0.95587, -0.77592], [-0.40220, 0.22624, -2.32356], [1.13657, 0.75437, 0.54561], [1.25477, 0.78893, -1.99503], [0.74979, -1.86489, -0.59911], [2.79299, -1.41431, 0.05297], [-2.02663, 0.16301, 2.21717], [-0.07365, 1.71961, -1.41218], [-2.81146, 1.30951, -0.63072], [1.25988, -0.75123, 2.76257], [0.24882, 0.71294, -1.62321], [0.95525, 0.72394, 1.88675], [1.56246, -1.80339, -2.51758], [-1.53575, -0.06882, 0.18531], [-1.77304, -0.58677, 1.66545], [2.08701, -2.02471, 0.29567], [0.65361, 1.71216, 2.49785], [-2.14295, 1.38403, 0.05351]],
  "forces_ev_per_a": [[0.470, 0.142, -0.458], [-0.122, -0.621, -0.745], [-0.198, -0.118, -0.415], [-0.102, -0.743, 0.541], [0.376, -0.200, -0.234], [-0.570, -0.931, 0.395], [0.226, 0.128, 0.136], [-0.045, -0.056, 0.550], [-0.318, 0.428, -0.167], [-0.400, 0.162, -0.331], [-0.021, -0.003, -0.199], [-0.034, 0.541, 0.800], [-0.248, 1.672, 0.909], [0.073, 0.121, 0.190], [-0.378, -1.414, -0.871], [0.407, 0.994, 0.090], [0.136, 0.176, -0.487], [0.257, -0.952, -0.683], [0.490, 0.672, 0.980]]
}

***

{
  "formula": "C21H24BCuN8S3",
  "method": "wB97M-V/def2-TZVPD",
  "fmax_ha_per_bohr": 0.010,
  "spin_multiplicity": 2,
  "relative_energy_kcal_mol": 0.00,
  "energy_ha": -4112.5463,
  "s_squared": 0.757,
  "total_charge": 1,
  "orbital_gap_ev": [7.4, 7.0],
  "elements": ["H", "C", "C", "H", "C", "S", "H", "H", "C", "N", "H", "H", "C", "H", "C", "H", "C", "C", "H", "C", "H", "N", "C", "C", "H", "H", "H", "Cu", "H", "S", "N", "C", "H", "C", "C", "C", "H", "N", "N", "C", "H", "C", "H", "H", "C", "H", "N", "H", "H", "H", "C", "B", "S", "C", "H", "C", "N", "N"],
  "positions_angstrom": [[0.40911, 3.26334, -1.40445], [-2.30081, 2.58885, -2.25180], [-3.14373, 3.54568, -2.77581], [3.20734, 4.74297, 1.11663], [4.22595, 1.59416, -1.85580], [1.65587, -1.39255, 0.41880], [4.47806, -1.04410, -3.02103], [2.99320, -2.72139, -4.03072], [3.82020, 3.97947, 1.59472], [-1.83026, 1.29385, -0.11431], [-4.80724, 4.87579, -2.46561], [0.71738, 3.42597, -3.14099], [2.39622, -2.75190, -3.13789], [-3.32372, 0.78604, 3.87271], [-3.51347, 2.81840, -0.17261], [-1.52097, 2.12587, -2.84027], [-0.19481, -3.67854, -0.82166], [2.95678, 3.02302, 2.42234], [0.79920, -4.26373, -3.38967], [-2.44470, 1.32840, 1.04582], [-0.90364, -2.88170, -0.59987], [-0.93510, -0.33408, 1.81732], [3.58177, 2.78134, -1.90704], [-2.49368, 0.29612, 3.39029], [3.95008, 3.79141, -1.87846], [-0.67770, -4.42976, -1.44028], [4.49122, -1.07048, -1.00696], [-0.04064, 0.21314, -0.02743], [1.59498, 4.45282, -1.98963], [-1.57573, -0.89585, 4.19762], [2.24616, 2.48993, -2.04818], [1.77496, -2.18837, -1.10467], [-4.07453, 2.39117, 1.85137], [2.08810, 1.14402, -2.08754], [-2.01389, 0.45922, 2.13327], [-4.16386, 4.13556, -2.00975], [2.45721, 3.54668, 3.23784], [2.67181, -1.93995, -2.06268], [3.29650, 0.58674, -1.97490], [1.17275, 3.46423, -2.15316], [-3.02574, 3.84544, -3.80854], [-0.59940, -1.09411, 2.81776], [5.27448, 1.37335, -1.76191], [-5.16323, 4.22299, -0.10492], [-2.49088, 2.22768, -0.91665], [4.53685, 4.47377, 2.24701], [0.94140, -3.14711, -1.55325], [0.13350, -4.13069, 0.11155], [3.56536, 2.23484, 2.86683], [4.36468, 3.43609, 0.82471], [1.92333, 2.37123, 1.61150], [3.83593, -0.91319, -2.00683], [0.52876, 0.40601, -2.27971], [1.31997, -3.50816, -2.82972], [0.21887, -1.79958, 2.76921], [-4.37054, 3.78130, -0.69360], [-3.45492, 2.21996, 1.07821], [1.12228, 1.84604, 0.98212]],
  "forces_ev_per_a": [[0.011, -0.002, 0.017], [0.061, -0.007, 0.006], [-0.025, 0.010, 0.004], [0.006, 0.002, 0.010], [-0.027, -0.075, -0.018], [-0.171, 0.126, -0.103], [-0.038, 0.027, 0.070], [0.018, 0.011, 0.016], [-0.024, -0.017, 0.014], [-0.094, 0.151, 0.034], [0.013, 0.003, -0.002], [0.004, -0.010, -0.003], [0.027, 0.078, 0.052], [0.011, -0.001, -0.011], [-0.103, -0.015, 0.089], [-0.030, 0.001, 0.014], [0.041, 0.022, -0.042], [-0.048, -0.005, -0.142], [-0.007, -0.001, 0.020], [0.048, -0.067, 0.050], [0.000, 0.016, -0.007], [-0.069, 0.159, 0.136], [-0.065, -0.009, -0.012], [-0.072, -0.040, 0.066], [-0.020, 0.001, -0.001], [-0.002, -0.005, 0.004], [-0.052, 0.027, -0.060], [0.240, -0.397, -0.252], [0.001, 0.000, 0.000], [0.034, -0.036, 0.069], [-0.096, 0.134, -0.020], [0.026, -0.056, -0.088], [0.015, 0.005, -0.008], [0.054, 0.028, 0.043], [0.101, 0.035, -0.182], [0.017, -0.009, -0.011], [-0.027, 0.007, -0.003], [0.110, 0.079, -0.010], [0.049, -0.125, 0.000], [0.054, -0.029, 0.019], [-0.005, 0.000, 0.005], [-0.060, -0.022, -0.082], [-0.008, -0.013, -0.004], [0.008, 0.000, 0.003], [0.110, -0.119, -0.023], [0.009, -0.003, -0.001], [-0.087, -0.072, 0.046], [0.014, 0.003, 0.002], [-0.004, -0.029, -0.002], [-0.010, 0.004, 0.008], [0.147, 0.008, 0.141], [0.025, -0.043, -0.009], [0.013, 0.017, 0.071], [-0.060, 0.019, 0.071], [0.008, 0.033, -0.006], [0.003, -0.007, -0.015], [-0.087, 0.062, -0.021], [0.014, 0.151, 0.059]]
}